No. 1
{
  "formula": "C14H11NO3",
  "method": "the ωB97M-V functional and the def2-TZVPD basis",
  "e_above_lowest_kcal_mol": 102.56,
  "multiplicity": 1,
  "species": ["C", "C", "C", "C", "C", "N", "C", "C", "C", "C", "O", "C", "C", "C", "C", "O", "C", "O", "H", "H", "H", "H", "H", "H", "H", "H", "H", "H", "H"],
  "coordinates": [[-2.49, -1.78, -3.57], [-1.37, -1.04, -3.73], [-0.64, -0.62, -2.50], [0.58, -1.21, -2.21], [1.28, -0.88, -1.04], [2.52, -1.52, -0.77], [0.73, 0.06, -0.16], [-0.49, 0.67, -0.48], [-1.17, 0.34, -1.63], [-1.09, 1.71, 0.42], [-1.94, 2.47, 0.01], [-0.59, 1.74, 1.81], [0.56, 1.16, 2.13], [1.06, 1.17, 3.56], [0.03, 0.66, 4.54], [-1.03, 1.20, 4.76], [1.40, 0.45, 1.11], [2.56, 0.21, 1.37], [-2.66, -2.74, -4.05], [-3.23, -1.43, -2.84], [-1.02, -0.67, -4.69], [0.98, -1.94, -2.90], [3.29, -1.07, -1.25], [2.48, -2.46, -1.14], [-2.12, 0.82, -1.83], [-1.21, 2.28, 2.52], [1.92, 0.50, 3.60], [1.37, 2.18, 3.85], [0.29, -0.25, 5.11]],
  "nbo_charge": [-0.37, -0.20, -0.03, -0.23, 0.20, -0.81, -0.12, -0.11, -0.18, 0.52, -0.51, -0.23, -0.03, -0.56, 0.45, -0.51, 0.51, -0.50, 0.21, 0.20, 0.22, 0.22, 0.38, 0.36, 0.24, 0.25, 0.25, 0.26, 0.12]
}



No. 2
{
  "formula": "C14H12AsCl2NO10STa",
  "method": "the ωB97M-V functional and the def2-TZVPD basis",
  "total_charge": 3,
  "multiplicity": 1,
  "species": ["Ta", "O", "C", "O", "C", "C", "C", "C", "C", "N", "C", "O", "O", "H", "H", "H", "H", "H", "Cl", "C", "Cl", "H", "H", "O", "As", "O", "O", "C", "C", "C", "C", "C", "C", "S", "O", "O", "O", "H", "H", "H", "H", "H"],
  "coordinates": [[-0.02, 0.14, 0.13], [-1.62, 2.39, 3.39], [-1.08, 1.51, 2.65], [-1.20, 1.44, 1.41], [-0.26, 0.46, 3.31], [-0.02, 0.33, 4.66], [0.74, -0.77, 5.07], [1.20, -1.68, 4.13], [0.90, -1.46, 2.79], [0.18, -0.40, 2.40], [1.24, -2.29, 1.61], [1.89, -3.39, 1.65], [0.85, -1.87, 0.51], [-2.16, 3.05, 2.90], [-0.40, 1.05, 5.37], [0.96, -0.91, 6.12], [1.78, -2.54, 4.44], [2.20, -3.70, 2.52], [-2.30, -1.17, 0.31], [-2.20, -1.92, -1.34], [-0.62, -1.45, -1.99], [-3.00, -1.51, -1.94], [-2.25, -3.00, -1.22], [-0.30, 3.84, -0.02], [-0.13, 3.12, -1.59], [-1.09, 3.64, -2.75], [-0.56, 1.42, -1.05], [1.75, 3.06, -1.96], [2.08, 3.95, -2.96], [3.42, 4.20, -3.28], [4.43, 3.55, -2.61], [4.13, 2.62, -1.62], [2.80, 2.38, -1.30], [2.56, 1.04, -0.23], [1.72, 0.00, -0.98], [3.75, 0.56, 0.34], [1.47, 1.36, 0.83], [-0.75, 4.69, -0.09], [1.29, 4.47, -3.49], [3.65, 4.90, -4.07], [5.47, 3.75, -2.86], [4.92, 2.08, -1.11]],
  "lowdin_charge": [1.71, 0.29, -0.38, -0.07, -0.13, 0.11, 0.07, 0.10, -0.12, 0.04, -0.37, 0.29, -0.10, 0.20, 0.16, 0.15, 0.15, 0.18, 0.70, -0.72, 0.76, 0.08, 0.08, -0.21, 1.04, -0.32, -0.54, -0.23, -0.04, 0.02, 0.01, 0.00, -0.28, 0.69, -0.42, -0.16, -0.38, 0.09, 0.13, 0.14, 0.14, 0.13]
}



no.,frontier orbital gap (eV),LUMO (Eh)
1,7.82,-0.03681
2,7.07,-0.42037